Record 1
C32H85LiO11 | wB97M-V/def2-TZVPD

```
! RIJCOSX wB97M-V def2-TZVPD def2/J DEFGRID3
* xyz 0 1
Li -3.809 1.235 -0.261
C 1.931 0.664 -0.577
C 0.688 -0.229 -0.415
O -0.328 0.386 0.294
H 2.752 0.152 -1.078
H 2.294 1.067 0.369
H 1.737 1.588 -1.122
H 1.001 -1.111 0.144
H 0.356 -0.546 -1.403
C 4.760 4.437 -4.459
C 5.046 4.196 -5.964
C 4.932 5.487 -6.844
O 6.389 3.856 -6.128
H 3.719 4.737 -4.337
H 5.362 5.222 -4.003
H 4.931 3.541 -3.862
H 4.399 3.424 -6.381
H 5.647 6.274 -6.602
H 3.925 5.884 -6.715
H 5.203 5.313 -7.885
H 6.579 2.932 -5.948
C 5.326 -4.321 1.908
C 5.715 -2.908 2.299
C 4.752 -2.383 3.361
O 6.882 -2.890 3.058
H 5.926 -4.699 1.080
H 4.317 -4.504 1.538
H 5.407 -5.042 2.721
H 5.832 -2.288 1.410
H 3.736 -2.321 2.973
H 4.976 -1.436 3.852
H 4.607 -3.202 4.066
H 6.965 -2.027 3.471
C -1.045 4.269 4.651
C 0.285 4.777 4.116
C 1.294 3.697 4.547
O 0.280 4.769 2.730
H -1.281 3.265 4.298
H -1.747 4.993 4.236
H -1.058 4.288 5.740
H 0.581 5.769 4.457
H 1.184 3.434 5.598
H 2.313 3.981 4.282
H 0.972 2.749 4.117
H 0.112 3.845 2.532
C -4.023 6.975 -0.447
C -4.308 5.725 -1.321
C -3.181 5.317 -2.234
O -4.631 4.657 -0.428
H -3.264 6.762 0.306
H -4.937 7.276 0.063
H -3.633 7.847 -0.973
H -5.151 6.090 -1.907
H -3.512 4.655 -3.034
H -2.433 4.810 -1.625
H -2.688 6.196 -2.648
H -5.228 4.989 0.247
C 7.408 4.188 1.511
C 8.307 5.101 2.373
C 7.539 5.725 3.467
O 9.379 4.383 2.871
H 6.899 3.398 2.062
H 8.029 3.772 0.717
H 6.597 4.753 1.054
H 8.760 5.805 1.675
H 8.097 6.374 4.142
H 7.066 4.987 4.115
H 6.721 6.354 3.118
H 10.115 4.975 3.046
C -6.603 -1.830 -4.591
C -5.121 -1.810 -4.014
C -4.031 -2.188 -4.995
O -4.847 -0.431 -3.649
H -6.732 -1.525 -5.630
H -7.231 -1.279 -3.892
H -6.981 -2.851 -4.539
H -5.075 -2.355 -3.071
H -4.051 -3.262 -5.181
H -3.008 -2.011 -4.662
H -4.068 -1.556 -5.882
H -5.003 0.074 -4.451
C -2.379 -3.490 6.262
C -1.327 -3.252 5.135
C -0.432 -4.505 4.878
O -2.104 -3.089 4.008
H -1.858 -3.748 7.184
H -2.926 -4.426 6.145
H -3.162 -2.734 6.314
H -0.782 -2.331 5.343
H -1.027 -5.417 4.916
H 0.246 -4.699 5.710
H 0.091 -4.521 3.922
H -1.657 -2.427 3.475
C -8.139 -1.714 2.987
C -7.724 -1.117 1.631
C -8.616 0.097 1.133
O -6.371 -0.616 1.741
H -8.033 -0.889 3.692
H -7.403 -2.449 3.311
H -9.158 -2.093 3.060
H -7.704 -1.972 0.955
H -8.198 0.483 0.204
H -8.634 0.911 1.858
H -9.640 -0.237 0.964
H -5.801 -1.031 2.392
C 3.639 -3.219 -6.457
C 3.362 -3.206 -4.977
C 2.793 -4.483 -4.451
O 4.565 -3.000 -4.242
H 4.142 -4.121 -6.805
H 4.336 -2.485 -6.862
H 2.736 -3.088 -7.052
H 2.685 -2.383 -4.748
H 3.005 -4.591 -3.387
H 3.295 -5.316 -4.943
H 1.717 -4.652 -4.490
H 4.312 -3.138 -3.326
C -2.958 -6.102 -0.223
C -4.283 -6.516 0.398
C -4.610 -7.992 0.124
O -4.213 -6.376 1.808
H -2.882 -5.018 -0.138
H -2.977 -6.390 -1.274
H -2.099 -6.605 0.222
H -5.106 -5.907 0.025
H -3.887 -8.595 0.675
H -4.528 -8.163 -0.949
H -5.644 -8.210 0.390
H -3.689 -5.595 2.001
*
```

- HOMO: -5.79 eV
- Energy relative to the best compared isomer or geometry (same formula, charge and spin): 812.7 kJ/mol
- HOMO-LUMO gap: 4.5 eV

Results of the Löwdin charge analysis, in e, for atoms 1 through 99: Li 0.825; C -0.139; C -0.565; O -0.440; H 0.044; H 0.050; H 0.048; H 0.063; H 0.064; C -0.055; C -0.477; C -0.057; O -0.066; H 0.070; H 0.077; H 0.072; H 0.130; H 0.074; H 0.070; H 0.071; H 0.092; C -0.062; C -0.495; C -0.072; O -0.059; H 0.074; H 0.078; H 0.082; H 0.135; H 0.073; H 0.081; H 0.082; H 0.084; C -0.072; C -0.519; C -0.067; O -0.043; H 0.082; H 0.076; H 0.079; H 0.141; H 0.073; H 0.081; H 0.079; H 0.086; C -0.058; C -0.492; C -0.049; O -0.070; H 0.082; H 0.074; H 0.079; H 0.127; H 0.078; H 0.087; H 0.084; H 0.081; C -0.046; C -0.544; C -0.077; O -0.038; H 0.079; H 0.077; H 0.077; H 0.134; H 0.077; H 0.086; H 0.081; H 0.094; C -0.044; C -0.434; C -0.068; O -0.101; H 0.075; H 0.070; H 0.068; H 0.132; H 0.081; H 0.080; H 0.081; H 0.075; C -0.059; C -0.484; C -0.049; O -0.065; H 0.072; H 0.070; H 0.074; H 0.134; H 0.071; H 0.069; H 0.074; H 0.095; C -0.061; C -0.443; C -0.036; O -0.094; H 0.078; H 0.078



Record 2
C32H86NO12S | wB97M-V/def2-TZVPD

```
! RIJCOSX wB97M-V def2-TZVPD def2/J DEFGRID3
* xyz 0 2
C -4.399 -1.154 1.781
C -3.024 -1.300 0.841
S -2.972 0.194 -0.288
C -3.156 -2.746 0.081
C -1.737 -3.358 -0.464
C -2.062 -4.946 -0.879
C -1.333 -2.626 -1.899
N -0.617 -3.403 0.545
O -0.725 -4.422 1.415
C -0.416 -2.105 1.287
C 0.529 -2.485 2.614
C 0.486 -0.982 0.447
C -1.775 -1.421 1.895
H -5.273 -0.964 0.991
H -4.317 -0.200 2.483
H -4.544 -2.149 2.393
H -3.349 -0.304 -1.569
H -3.938 -2.759 -0.811
H -3.573 -3.515 0.889
H -2.592 -5.543 -0.024
H -2.868 -4.855 -1.756
H -1.137 -5.487 -1.358
H -1.136 -1.465 -1.781
H -2.208 -2.867 -2.661
H -0.351 -3.188 -2.267
H -0.094 -2.965 3.489
H 1.500 -3.072 2.329
H 0.890 -1.425 3.029
H -0.094 0.061 0.424
H 0.797 -1.346 -0.622
H 1.502 -0.760 1.025
H -2.127 -2.048 2.819
H -1.489 -0.344 2.318
C 5.462 -2.520 1.625
C 3.977 -2.222 1.627
O 3.752 -0.880 1.221
H 5.993 -1.840 2.299
H 5.654 -3.550 1.941
H 5.886 -2.373 0.626
H 3.563 -2.349 2.632
H 3.442 -2.890 0.946
H 4.116 -0.780 0.325
C -4.687 4.229 -1.372
C -5.713 3.115 -1.351
O -5.184 1.956 -1.977
H -4.399 4.467 -2.401
H -5.081 5.132 -0.897
H -3.774 3.925 -0.849
H -6.614 3.415 -1.894
H -5.997 2.862 -0.325
H -4.389 1.693 -1.482
C 5.167 -0.130 5.482
C 4.521 1.118 4.918
O 4.792 1.219 3.528
H 6.250 -0.110 5.320
H 4.972 -0.221 6.554
H 4.787 -1.025 4.977
H 4.920 2.011 5.409
H 3.437 1.099 5.065
H 4.426 0.426 3.100
C -0.071 0.690 5.677
C 0.395 1.140 4.307
O -0.725 1.379 3.468
H -0.671 -0.222 5.598
H 0.781 0.497 6.335
H -0.708 1.451 6.139
H 1.014 0.368 3.840
H 0.985 2.059 4.376
H -1.263 2.073 3.888
C -3.964 0.083 -5.520
C -4.837 1.065 -6.274
O -6.158 1.039 -5.754
H -4.369 -0.931 -5.600
H -2.943 0.088 -5.912
H -3.934 0.331 -4.454
H -4.882 0.801 -7.335
H -4.446 2.083 -6.189
H -6.107 1.283 -4.814
C -8.422 7.320 -0.158
C -8.027 6.108 -0.975
O -7.595 5.063 -0.115
H -7.578 7.669 0.447
H -8.753 8.136 -0.806
H -9.230 7.072 0.538
H -7.204 6.354 -1.652
H -8.869 5.746 -1.572
H -8.336 4.846 0.477
C 6.374 -3.671 8.347
C 5.137 -3.386 7.520
O 5.502 -2.739 6.309
H 6.906 -2.742 8.575
H 6.109 -4.166 9.286
H 7.070 -4.310 7.795
H 4.454 -2.730 8.066
H 4.606 -4.312 7.277
H 6.102 -3.334 5.828
C 9.024 -1.688 0.700
C 9.393 -3.141 0.484
O 8.541 -3.718 -0.493
H 7.982 -1.600 1.025
H 9.669 -1.229 1.454
H 9.115 -1.122 -0.233
H 9.280 -3.707 1.413
H 10.430 -3.236 0.146
H 8.655 -3.214 -1.317
C 1.693 -1.539 -4.628
C 0.821 -0.557 -5.382
O -0.500 -0.583 -4.862
H 1.289 -2.553 -4.707
H 2.714 -1.534 -5.020
H 1.724 -1.291 -3.562
H 0.775 -0.822 -6.443
H 1.212 0.461 -5.297
H -0.450 -0.339 -3.922
C -6.434 5.534 -4.701
C -7.919 5.833 -4.699
O -8.145 7.174 -5.105
H -5.904 6.215 -4.026
H -6.242 4.505 -4.385
H -6.011 5.682 -5.699
H -8.334 5.706 -3.694
H -8.454 5.165 -5.380
H -7.780 7.275 -6.001
C 6.527 -0.369 -4.541
C 5.731 -0.848 -3.344
O 5.390 0.254 -2.516
H 7.440 0.142 -4.216
H 6.802 -1.207 -5.187
H 5.949 0.353 -5.126
H 6.321 -1.552 -2.750
H 4.811 -1.348 -3.660
H 4.860 0.869 -3.051
*
```

- HOMO (spin up / spin down): -8.70 / -9.06 eV
- Energy relative to the best compared isomer or geometry (same formula, charge and spin): 0.0 kJ/mol
- HOMO-LUMO gap (spin up / spin down): 9.1 / 9.0 eV

Results of the Löwdin charge analysis, in e, for atoms 1 through 99: C -0.134; C -0.708; S 0.748; C -0.130; C -0.422; C -0.075; C -0.076; N -0.116; O -0.049; C -0.379; C -0.055; C -0.040; C -0.123; H 0.094; H 0.095; H 0.088; H -0.069; H 0.139; H 0.135; H 0.087; H 0.091; H 0.097; H 0.048; H 0.101; H 0.100; H 0.093; H 0.079; H 0.074; H 0.080; H 0.071; H 0.069; H 0.132; H 0.118; C -0.083; C -0.328; O -0.102; H 0.073; H 0.084; H 0.066; H 0.101; H 0.111; H 0.097; C -0.084; C -0.329; O -0.131; H 0.068; H 0.063; H 0.073; H 0.100; H 0.108; H -0.036; C -0.104; C -0.319; O -0.087; H 0.084; H 0.073; H 0.056; H 0.112; H 0.091; H 0.053; C -0.084; C -0.324; O -0.107; H 0.076; H 0.072; H 0.074; H 0.085; H 0.112; H 0.096; C -0.092; C -0.327; O -0.095; H 0.080; H 0.062; H 0.062; H 0.112; H 0.104; H 0.075; C -0.084; C -0.327; O -0.097; H 0.079; H 0.078; H 0.074; H 0.105; H 0.104; H 0.098; C -0.094; C -0.315; O -0.120; H 0.078; H 0.074; H 0.073; H 0.115; H 0.109; H 0.098; C -0.086; C -0.325; O -0.096



Record 3
C32H88ClO12 | wB97M-V/def2-TZVPD

```
! RIJCOSX wB97M-V def2-TZVPD def2/J DEFGRID3
* xyz -1 1
C -2.652 -2.841 -0.323
C -3.539 -2.595 -1.542
C -2.749 -2.802 -2.839
C -1.760 -1.655 -3.128
C -0.280 -2.061 -2.966
C 0.601 -1.020 -2.258
C 1.030 0.149 -3.145
C -0.134 0.959 -3.714
Cl 0.477 2.704 -4.019
H -1.675 -2.375 -0.425
H -2.559 -3.907 -0.115
H -3.127 -2.399 0.555
H -3.861 -1.557 -1.525
H -4.427 -3.224 -1.511
H -3.469 -2.867 -3.658
H -2.211 -3.751 -2.783
H -1.914 -1.325 -4.153
H -1.951 -0.780 -2.514
H 0.170 -2.334 -3.920
H -0.256 -2.963 -2.352
H 0.163 -0.694 -1.315
H 1.523 -1.545 -1.980
H 1.623 0.831 -2.528
H 1.725 -0.233 -3.910
H -0.303 0.598 -4.734
C -4.105 -0.194 4.547
C -4.436 -0.868 3.226
O -4.008 -2.229 3.238
H -3.037 -0.256 4.738
H -4.402 0.858 4.542
H -4.611 -0.693 5.375
H -3.919 -0.389 2.398
H -5.514 -0.817 3.027
H -4.460 -2.671 3.963
C -8.222 -2.674 -1.260
C -7.487 -1.469 -0.699
O -6.389 -1.094 -1.521
H -7.544 -3.520 -1.362
H -9.051 -2.966 -0.611
H -8.622 -2.460 -2.252
H -7.073 -1.694 0.283
H -8.173 -0.619 -0.594
H -6.730 -0.878 -2.394
C 5.752 0.426 -0.608
C 4.325 0.229 -1.087
O 3.483 -0.226 -0.026
H 6.151 -0.508 -0.207
H 6.392 0.763 -1.425
H 5.791 1.168 0.196
H 4.283 -0.519 -1.873
H 3.925 1.162 -1.490
H 3.494 0.442 0.665
C -0.446 0.408 8.198
C -1.239 -0.243 7.081
O -2.639 -0.294 7.367
H -0.595 -0.132 9.136
H 0.614 0.424 7.969
H -0.779 1.437 8.356
H -0.918 -1.273 6.933
H -1.084 0.304 6.145
H -2.946 0.610 7.487
C 0.699 6.915 -2.652
C 1.164 5.883 -1.637
O 0.278 4.784 -1.557
H -0.298 7.276 -2.394
H 1.382 7.768 -2.696
H 0.637 6.470 -3.647
H 1.211 6.328 -0.643
H 2.170 5.525 -1.897
H 0.258 4.389 -2.448
C 8.636 -0.745 2.031
C 8.680 0.767 2.149
O 7.998 1.211 3.322
H 7.603 -1.092 2.006
H 9.141 -1.084 1.126
H 9.118 -1.213 2.894
H 8.183 1.230 1.299
H 9.715 1.126 2.175
H 8.434 0.814 4.082
C 1.991 6.127 -6.604
C 1.459 5.163 -7.650
O 1.828 3.823 -7.365
H 3.078 6.058 -6.545
H 1.717 7.158 -6.840
H 1.593 5.879 -5.619
H 1.870 5.398 -8.632
H 0.366 5.236 -7.713
H 1.453 3.605 -6.501
C 3.744 1.117 -5.907
C 4.631 1.902 -4.965
O 5.340 1.065 -4.043
H 3.011 0.538 -5.347
H 3.215 1.790 -6.583
H 4.336 0.415 -6.505
H 4.032 2.585 -4.365
H 5.359 2.491 -5.536
H 5.880 0.461 -4.561
C -10.603 -6.819 -2.232
C -10.848 -5.382 -2.658
O -9.682 -4.790 -3.221
H -9.790 -6.864 -1.508
H -11.498 -7.254 -1.783
H -10.315 -7.432 -3.088
H -11.117 -4.770 -1.799
H -11.669 -5.334 -3.383
H -9.429 -5.307 -3.992
C 1.466 3.921 4.843
C 0.940 2.615 4.272
O -0.452 2.454 4.526
H 1.284 3.962 5.919
H 2.537 4.027 4.663
H 0.955 4.773 4.393
H 1.440 1.771 4.745
H 1.122 2.560 3.195
H -0.919 3.178 4.097
C 2.268 -6.564 -0.807
C 1.243 -5.461 -1.015
O 1.246 -4.978 -2.352
H 3.266 -6.203 -1.057
H 2.269 -6.910 0.228
H 2.055 -7.417 -1.456
H 1.468 -4.606 -0.381
H 0.240 -5.820 -0.759
H 1.033 -5.710 -2.938
C 4.832 2.187 8.667
C 3.453 2.207 8.034
O 2.491 1.513 8.828
H 5.165 1.160 8.816
H 5.560 2.704 8.039
H 4.815 2.673 9.646
H 3.470 1.708 7.067
H 3.119 3.238 7.878
H 2.447 1.946 9.685
*
```

- HOMO: -1.99 eV
- HOMO-LUMO gap: 3.9 eV

Results of the Löwdin charge analysis, in e, for atoms 1 through 99: C -0.093; C -0.271; C -0.222; C -0.213; C -0.215; C -0.237; C -0.398; C -0.575; Cl 0.377; H 0.066; H 0.066; H 0.049; H 0.087; H 0.089; H 0.091; H 0.095; H 0.092; H 0.091; H 0.109; H 0.065; H 0.104; H 0.090; H 0.062; H 0.068; H -0.033; C -0.094; C -0.317; O -0.088; H 0.061; H 0.076; H 0.069; H 0.113; H 0.103; H 0.074; C -0.101; C -0.319; O -0.081; H 0.074; H 0.070; H 0.065; H 0.107; H 0.104; H 0.085; C -0.098; C -0.325; O -0.086; H 0.065; H 0.064; H 0.067; H 0.109; H 0.105; H 0.072; C -0.093; C -0.314; O -0.100; H 0.075; H 0.048; H 0.075; H 0.114; H 0.092; H 0.079; C -0.095; C -0.346; O -0.119; H 0.071; H 0.067; H 0.049; H 0.100; H 0.106; H -0.035; C -0.096; C -0.322; O -0.087; H 0.071; H 0.074; H 0.069; H 0.099; H 0.106; H 0.073; C -0.089; C -0.330; O -0.106; H 0.073; H 0.070; H 0.049; H 0.104; H 0.108; H 0.019; C -0.078; C -0.305; O -0.098; H 0.054; H 0.059; H 0.071; H 0.103; H 0.103; H 0.075; C -0.094; C -0.322



Results for M: 652.962 709.102 700.497 (in g mol⁻¹, following the order of the records).
Results for electronic energy: -57283.4470 -71464.7864 -71699.5763 (in eV, following the order of the records).